# 1
The following is a quantum chemistry calculation of 8 unconnected molecules or ions with the total composition C20H56F2N6O13S2 at a distorted geometry, from the Open Molecules 2025 dataset.

Cartesian coordinates (Å):
N  -3.6730  -1.6196  1.1426
S  -3.6799  -0.2360  1.9109
O  -3.9675  -0.3178  3.3132
O  -4.2422  0.8563  1.1710
F  -2.1259  0.1011  1.8974
S  -5.2196  -2.1001  1.2748
O  -6.1765  -1.4834  0.4196
O  -5.6654  -2.6326  2.5231
F  -4.9025  -3.4744  0.4743
N  1.6061  0.3232  0.1385
O  1.2382  0.9533  -0.8904
O  0.8896  -0.5134  0.6537
O  2.7554  0.5645  0.6103
C  3.2159  0.6554  4.0317
C  2.5157  1.9442  3.6215
C  2.2396  2.7973  4.8233
O  1.5187  3.9598  4.4108
C  1.1161  4.7224  5.4997
N  3.3487  2.6862  2.6602
H  2.5581  0.0104  4.6159
H  4.1148  0.8829  4.6199
H  3.5699  0.1093  3.1579
H  1.5784  1.6145  3.1486
H  3.2003  3.1634  5.2260
H  1.7140  2.2963  5.6452
H  1.9797  5.0399  6.1099
H  0.4863  4.1262  6.1799
H  0.5634  5.6050  5.1881
H  3.4135  2.0792  1.8451
H  2.7839  3.4805  2.3730
C  -3.4734  -6.0140  3.7657
C  -2.9110  -4.9032  2.8789
C  -1.8828  -4.1173  3.6646
O  -1.2155  -3.1758  2.8939
C  -0.6551  -2.1047  3.6450
N  -2.3333  -5.3802  1.6194
H  -2.6463  -6.6303  4.1641
H  -4.0277  -6.7615  3.1913
H  -4.0409  -5.6538  4.6234
H  -3.7879  -4.2970  2.6389
H  -1.1555  -4.8864  4.0229
H  -2.3043  -3.7270  4.6016
H  -1.3785  -1.2904  3.6774
H  0.2447  -1.7615  3.1314
H  -0.3324  -2.4227  4.6454
H  -1.8248  -6.2457  1.8353
H  -3.0863  -5.7924  1.0670
C  -2.3094  1.5664  -2.1098
C  -2.3446  0.0860  -1.6937
C  -3.6589  -0.5138  -2.1707
O  -3.6956  -1.8957  -1.8669
C  -4.8113  -2.4752  -2.4485
N  -1.1754  -0.6579  -2.2034
H  -3.0295  2.1477  -1.5254
H  -2.5268  1.6709  -3.1791
H  -1.3183  1.9823  -1.9149
H  -2.4017  0.0718  -0.6033
H  -3.8150  -0.3501  -3.2503
H  -4.4686  -0.0268  -1.6080
H  -4.7184  -3.5613  -2.4243
H  -4.9008  -2.2094  -3.5231
H  -5.7719  -2.1630  -2.0181
H  -0.3975  -0.0250  -1.9863
H  -1.2516  -0.5904  -3.2217
C  2.1049  1.5256  -4.7379
C  1.6811  0.0973  -4.4431
C  2.0535  -0.8481  -5.5430
O  1.5023  -0.3930  -6.7825
C  1.3977  -1.4176  -7.7170
N  2.3700  -0.3908  -3.2341
H  3.1430  1.5928  -5.0641
H  1.9215  2.1646  -3.8715
H  1.4729  1.9885  -5.5095
H  0.6203  0.0072  -4.2126
H  1.7763  -1.8890  -5.3380
H  3.1488  -0.9119  -5.6858
H  1.0319  -1.0483  -8.6736
H  0.7294  -2.2208  -7.3713
H  2.3764  -1.8990  -7.8934
H  3.3486  -0.1287  -3.3104
H  2.0221  0.1061  -2.4080
C  5.7940  1.2135  -2.7590
C  5.1274  2.0546  -1.6739
O  5.3961  1.4641  -0.4040
H  5.4931  0.1709  -2.6978
H  6.8801  1.3294  -2.7354
H  5.5019  1.5984  -3.7456
H  4.0459  2.0111  -1.8312
H  5.5105  3.0760  -1.7387
H  4.5379  1.2805  0.0037
C  -0.0921  3.2465  0.7732
C  0.1449  4.3080  -0.2714
O  0.6357  5.5511  0.3227
H  -0.8339  2.5259  0.4363
H  -0.3667  3.6892  1.7344
H  0.8416  2.7159  0.9707
H  -0.7203  4.6284  -0.8496
H  0.9323  4.0053  -0.9679
H  1.1236  5.3094  1.1151

Forces on the atoms, in the same order (eV/Å):
N -1.928 0.696 1.070
S 1.492 1.559 0.604
O -0.224 0.012 -0.010
O -0.189 -0.061 0.013
F -0.207 -0.441 -0.329
S 1.238 -3.323 -1.850
O -0.211 0.854 0.112
O 0.032 0.648 0.509
F -0.233 0.139 0.057
N 0.324 -0.018 -0.332
O 0.030 0.165 0.033
O -0.181 0.004 0.233
O 0.140 0.115 0.031
C 0.614 0.171 0.208
C 0.021 -0.883 -0.424
C 0.360 1.019 0.032
O -0.242 -0.217 -0.274
C 0.147 -0.158 0.888
N -0.356 -0.098 0.419
H -0.013 -0.003 -0.027
H -0.118 0.012 0.082
H -0.287 -0.009 -0.111
H -0.152 0.302 0.164
H 0.023 -0.252 0.021
H -0.184 -0.224 -0.255
H -0.009 0.106 -0.153
H -0.117 0.110 -0.112
H 0.004 -0.047 -0.263
H 0.016 0.164 -0.052
H 0.208 0.081 -0.128
C 0.945 -0.975 0.171
C -0.995 0.187 -0.067
C 0.597 -0.919 0.421
O 0.100 0.347 0.196
C 0.141 -0.180 -0.384
N -0.199 -1.297 0.155
H 0.024 0.293 0.112
H -0.462 0.426 -0.059
H -0.188 0.062 -0.135
H 0.385 0.392 -0.176
H 0.075 0.176 -0.069
H -0.288 0.335 -0.284
H 0.082 0.058 0.368
H -0.163 0.032 -0.209
H -0.253 -0.026 0.053
H 0.448 0.426 0.107
H -0.156 0.626 -0.140
C -0.089 -0.093 0.229
C -0.331 0.274 -0.255
C 0.214 -0.158 0.844
O 0.030 0.257 -0.504
C -0.606 -0.321 -0.955
N -0.312 0.982 -0.092
H -0.065 0.013 -0.141
H 0.008 0.066 0.021
H 0.008 -0.032 -0.014
H 0.529 -0.325 -0.106
H 0.097 -0.059 -0.035
H -0.065 0.161 -0.241
H -0.002 0.018 0.340
H 0.236 0.012 0.082
H 0.178 -0.051 0.384
H 0.185 -0.633 0.220
H -0.010 -0.261 0.040
C -1.212 0.745 -0.527
C 0.901 -0.140 1.279
C 0.462 -0.355 -1.055
O -0.344 0.106 0.125
C 0.362 -0.792 -0.038
N 0.098 -0.040 -0.125
H 0.091 -0.075 0.131
H 0.333 -0.212 0.226
H 0.241 -0.242 -0.190
H -0.122 0.223 -0.312
H -0.489 0.206 0.172
H -0.024 0.303 0.268
H -0.055 0.270 0.100
H -0.065 0.126 -0.009
H -0.050 0.113 -0.052
H 0.043 -0.082 0.037
H -0.044 -0.204 -0.160
C -0.007 0.751 -0.522
C -0.076 -1.250 0.024
O 0.170 0.507 -0.134
H 0.145 -0.082 0.136
H 0.019 -0.325 0.262
H -0.117 -0.081 0.057
H -0.007 0.427 -0.093
H -0.179 0.115 0.210
H -0.146 -0.216 0.028
C 0.245 -0.053 0.133
C 0.952 1.095 0.103
O -0.234 -0.219 -0.023
H -0.009 -0.113 0.208
H -0.454 0.054 -0.161
H -0.057 -0.122 -0.149
H -0.220 -0.295 0.137
H -0.278 -0.347 -0.137
H 0.031 -0.030 0.012

As for the highest occupied orbital energy: -0.146 Eh. The electronic energy comes out at -84307.9343 eV. The calculation puts the frontier orbital gap at 0.2964 hartree. The charge is -2. For the energy above the lowest of the compared OMol25 structures with the same formula, charge and spin, the calculation gives 0.000 eV.

Mulliken population analysis, charges in e, atoms 1 to 6:
1. N 0.0833
2. S 0.9389
3. O -0.7230
4. O -0.6849
5. F -0.0363
6. S 1.1138

# 2
The following is a quantum chemistry calculation of 12 unconnected molecules or ions with the total composition C20H56N16O18S2 at a distorted geometry, from the Open Molecules 2025 dataset.

Cartesian coordinates (Å):
O  0.2208  -5.3923  -10.2676
S  -1.0137  -4.6323  -9.9784
O  -1.2930  -3.3662  -10.6849
O  -2.3415  -5.6636  -9.9539
C  -3.3793  -5.1333  -9.0193
C  -2.5430  -4.5917  -7.7991
O  -1.1738  -4.5092  -8.2903
H  -4.1018  -4.4861  -9.5164
H  -4.0184  -5.9425  -8.6660
H  -2.5671  -5.3586  -7.0248
H  -2.6812  -3.5871  -7.3993
O  -0.5329  -0.7998  -0.9193
S  -0.7193  0.4815  -0.2696
O  -1.8820  1.3271  -0.6710
O  -0.5996  0.3017  1.3819
C  0.7060  0.5083  1.7430
C  1.3345  1.6156  0.8484
O  0.7219  1.3462  -0.3901
H  0.7517  0.4604  2.8310
H  1.2002  -0.4466  1.5641
H  2.4042  1.7325  0.6748
H  0.9916  2.5908  1.1940
C  -6.1592  -5.5413  2.5081
C  -5.6690  -6.6316  1.6212
C  -6.3358  -6.3427  0.2712
O  -7.6698  -6.0582  0.7668
C  -7.5412  -5.4302  2.0729
H  -5.4838  -4.6868  2.4671
H  -6.0596  -5.9968  3.4934
H  -5.9664  -7.6365  1.9207
H  -4.5817  -6.6281  1.6986
H  -6.1510  -7.1409  -0.4477
H  -6.0236  -5.4191  -0.2163
H  -8.2825  -5.7078  2.8223
H  -7.8553  -4.4099  1.8524
C  2.9293  -6.9379  -0.0155
C  2.2069  -7.6918  1.0544
C  1.5621  -8.8865  0.3427
O  2.6304  -9.1441  -0.5643
C  3.3585  -8.0445  -0.9890
H  3.7833  -6.2985  0.2081
H  2.1251  -6.4044  -0.5221
H  1.3797  -7.2020  1.5681
H  3.0165  -7.9624  1.7322
H  0.6701  -8.7540  -0.2696
H  1.4012  -9.6987  1.0516
H  3.1803  -7.7863  -2.0328
H  4.3903  -8.3925  -1.0388
N  5.8540  6.6156  -2.7267
C  5.9377  6.9132  -1.4238
N  7.0357  6.5275  -0.8369
O  5.1075  7.5344  -0.8492
H  5.0522  7.0047  -3.2019
H  6.6690  6.1777  -3.1318
H  7.7586  6.1161  -1.4099
H  7.1951  6.8007  0.1223
N  -7.2840  0.0483  -6.6626
C  -8.0943  -0.8170  -6.2859
N  -7.9943  -0.9433  -4.9849
O  -8.6830  -1.6255  -7.0601
H  -7.2560  0.2158  -7.6582
H  -6.6861  0.6197  -6.0829
H  -7.8768  -0.0554  -4.5179
H  -8.6585  -1.6147  -4.6270
N  -1.0204  2.9059  -9.3161
C  -1.1454  3.4709  -8.2110
N  -0.1712  4.3681  -8.2244
O  -1.9560  3.2944  -7.3528
H  -1.4172  1.9858  -9.4420
H  -0.5149  3.2973  -10.0980
H  0.7110  4.3398  -8.7153
H  -0.1401  4.9476  -7.3978
N  7.3354  -1.1074  3.4352
C  6.8801  -2.0879  4.2292
N  6.0651  -1.6874  5.1781
O  7.2936  -3.1903  4.1690
H  7.7071  -1.3973  2.5419
H  7.2050  -0.1534  3.7401
H  5.7615  -2.4290  5.7929
H  5.9939  -0.7421  5.5264
N  -0.3775  8.1503  -2.4249
C  -0.5078  9.2055  -3.0937
N  0.1479  10.2109  -2.5940
O  -1.2699  9.2908  -4.0096
H  -0.9260  7.3622  -2.7381
H  0.2656  8.2348  -1.6507
H  1.0230  10.2135  -2.0896
H  -0.1095  11.1584  -2.8308
N  -3.2482  4.8986  5.5185
C  -2.3348  5.5411  6.0895
N  -2.9006  6.5021  6.8155
O  -1.1287  5.3600  6.0649
H  -4.2163  5.1820  5.5689
H  -2.8921  4.1774  4.9076
H  -3.8892  6.6568  6.9529
H  -2.2253  6.9582  7.4122
N  6.6883  5.6052  6.3669
C  6.6818  4.4039  6.7833
N  7.8470  4.0270  7.1205
O  5.6921  3.7096  6.7536
H  7.5318  6.1263  6.1746
H  5.7757  5.8701  6.0248
H  8.4760  4.7996  7.2867
H  8.0092  3.0682  7.3931
N  1.1101  -0.3272  10.0171
C  0.0376  0.2662  10.0122
N  0.0072  1.0841  11.0068
O  -0.9427  0.1625  9.2215
H  1.8931  -0.1168  10.6193
H  1.1334  -1.0902  9.3558
H  -0.7752  1.7116  10.8884
H  0.4208  0.6434  11.8160

Forces on the atoms, in the same order (eV/Å):
O -3.406 1.930 0.722
S -0.233 -0.725 1.274
O 0.446 -2.960 1.829
O -0.044 1.419 -0.190
C 0.781 -0.064 0.107
C 0.900 -0.003 -1.435
O 0.985 0.313 -1.794
H 0.715 0.596 -0.165
H 0.588 -0.490 -0.273
H 0.232 0.244 0.075
H -0.978 -0.239 -0.144
O -0.179 1.804 1.036
S -0.900 1.209 -0.930
O 3.481 -2.305 1.662
O -2.553 1.002 -2.581
C 3.182 -1.701 0.914
C -1.454 0.458 1.315
O -1.987 -1.038 -1.242
H -0.087 1.392 0.062
H 0.619 -0.095 -0.632
H -0.016 -0.885 0.342
H -0.114 0.168 0.081
C 1.507 -1.301 1.651
C 1.851 -0.487 -1.345
C 0.214 0.882 1.610
O -0.279 -1.279 -0.227
C -2.158 2.106 -1.489
H -0.457 0.237 -0.219
H -0.221 0.629 0.464
H -0.335 0.092 0.178
H 0.207 -0.139 -0.661
H -1.143 -0.272 0.093
H 0.587 0.123 0.069
H -0.043 -1.064 -0.363
H 0.272 0.476 0.239
C -0.506 0.548 -1.695
C -0.733 0.102 1.154
C 2.312 0.815 -0.432
O -0.598 -3.314 -0.766
C 0.036 0.078 0.053
H -0.427 0.137 0.529
H 0.428 0.714 -0.319
H 0.509 0.759 0.270
H -0.638 -0.790 0.579
H -0.375 0.645 0.437
H 0.221 -0.296 -0.346
H -0.621 0.157 -0.182
H 0.394 0.448 0.720
N 0.084 -0.582 -1.071
C -0.481 0.527 -1.106
N 3.285 -1.490 1.229
O -2.881 1.716 1.647
H 0.518 -0.329 -0.317
H -0.761 0.226 -0.725
H 0.144 0.085 0.727
H 0.065 -0.146 -0.397
N 4.342 6.080 -4.728
C -3.005 -6.249 -1.780
N -1.464 -1.138 3.817
O 0.403 1.651 1.478
H 0.194 0.166 0.166
H -0.256 -0.326 -0.090
H -0.228 -0.490 0.599
H 0.054 0.308 0.534
N -1.068 -6.242 -7.587
C 0.767 2.310 2.612
N 2.496 4.714 3.113
O -1.390 -0.482 1.772
H -0.231 0.269 -0.263
H -0.161 -0.227 0.455
H -0.531 -0.520 0.019
H 0.093 0.158 -0.124
N 0.276 1.301 -1.094
C 1.399 1.741 -0.107
N -2.584 0.580 2.784
O 0.573 -4.065 -0.851
H 0.194 0.534 0.361
H 0.046 -0.148 -0.842
H 0.164 0.314 0.089
H -0.093 -0.218 -0.331
N 1.215 -5.416 3.127
C -1.654 1.924 -2.101
N 2.800 5.389 1.466
O -1.913 0.635 -2.656
H 0.554 -0.195 0.537
H -0.529 -1.220 0.123
H -0.299 -0.688 0.001
H -0.142 -0.446 -0.491
N -3.363 -4.813 -4.281
C 2.920 2.507 2.589
N 0.621 3.108 2.469
O 0.338 -0.334 -0.367
H 0.411 -0.488 -0.347
H -0.845 -0.120 -0.163
H 0.474 -0.151 0.012
H -0.551 0.293 0.074
N -1.473 5.882 -1.976
C -2.895 -2.611 -0.511
N 5.294 -2.165 1.998
O -1.534 -1.316 0.232
H -0.594 0.013 -0.140
H 0.419 0.686 -0.138
H 0.603 -1.032 0.325
H 0.208 0.497 0.202
N 7.296 -6.472 -2.226
C -8.043 2.191 -3.163
N -0.924 3.469 3.028
O 1.960 -0.295 0.527
H -0.281 -0.077 -0.438
H 0.766 -0.103 0.188
H -0.031 -0.001 1.415
H -0.753 1.284 0.660

Its SMILES is O=S1(=O)OCCO1.O=S1(=O)OCCO1.C1CCOC1.C1CCOC1.NC(N)=O.NC(N)=O.NC(N)=O.NC(N)=O.NC(N)=O.NC(N)=O.NC(N)=O.NC(N)=O. As for the highest occupied orbital energy: -0.340 Eh. The electronic energy comes out at -104009.9195 eV. The calculation puts the frontier orbital gap at 0.3400 hartree. The charge is 0.

Mulliken population analysis, charges in e, atoms 1 to 6:
1. O -0.4983
2. S 1.0954
3. O -0.5098
4. O -0.3440
5. C -0.2459
6. C -0.1712